C29H25BrN8O5PdS as an isolated structure, computed with wB97M-V/def2-TZVPD.

HOMO-LUMO gap (alpha / beta)   8.35 / 7.34 eV
LUMO (alpha / beta)   0.39 / -0.81 eV
Energy above the lowest of the compared OMol25 structures with the same formula, charge and spin   34.12 kJ/mol
Strongest force on any atom   0.51 eV Å⁻¹
HOMO level (alpha / beta)   -8.0 / -8.1 eV
E   -5034.497549 Ha
<S²>   2.005

Geometry as ORCA input:
```
! wB97M-V def2-TZVPD RIJCOSX def2/J DEFGRID3
* xyz 0 3
Pd -0.78787 -2.83987 -0.40264
Br -2.05876 -4.84780 2.69722
C -3.18363 -4.61943 1.19947
C -4.49126 -5.05735 1.32626
C -5.31777 -4.96992 0.22206
C -4.80123 -4.47445 -0.96091
C -3.48699 -4.04723 -0.98951
N -2.68259 -4.09952 0.08796
C -2.91924 -3.51692 -2.30816
O -3.61872 -3.61749 -3.29601
O -1.74739 -2.98980 -2.24841
H -4.83254 -5.45640 2.26924
H -6.34705 -5.29774 0.28527
H -5.37482 -4.40240 -1.87268
N 1.29790 1.89869 6.71611
C 0.72913 1.25298 5.62454
C 0.89309 1.76612 4.33582
C 0.28141 1.15534 3.25790
C -0.49383 0.02139 3.45801
C -0.67038 -0.49657 4.73266
C -0.06420 0.11853 5.81029
S -1.25513 -0.74843 2.07612
O -1.54698 0.26714 1.10281
O -2.32983 -1.57909 2.55534
N -0.10896 -1.67882 1.37153
C 0.45121 -2.76783 1.95397
N 0.81593 -2.86951 3.23197
C 1.40342 -4.00511 3.58277
C 1.64215 -5.06026 2.70921
C 1.20149 -4.88485 1.40925
N 0.62848 -3.75402 1.03367
H 2.09745 2.47569 6.51382
H 1.42527 1.33264 7.53862
H 1.49217 2.65721 4.18919
H 0.38787 1.55406 2.25790
H -1.28451 -1.37629 4.86465
H -0.20683 -0.27378 6.81041
H 1.69579 -4.08029 4.62570
H 2.12131 -5.97167 3.03105
H 1.29474 -5.65938 0.65656
C 2.68564 7.74128 -3.32121
C 1.83727 6.51601 -3.53018
C 1.44564 5.71668 -2.46250
C 0.64194 4.60143 -2.65283
C 0.24130 4.24231 -3.93562
N -0.57909 3.10958 -4.15841
C -0.39771 1.82016 -3.70865
O -1.23700 0.96372 -3.87305
N 0.83253 1.59088 -3.11996
C 1.25149 0.40361 -2.51605
C 2.60956 0.21839 -2.28756
C 3.04564 -0.92024 -1.63659
C 2.11137 -1.84781 -1.22050
N 0.81162 -1.67480 -1.44794
C 0.37218 -0.59107 -2.08349
C 0.63055 5.03186 -5.01267
C 1.40680 6.15908 -4.80557
H 3.03141 7.80936 -2.29080
H 2.12106 8.64764 -3.54676
H 3.55981 7.72932 -3.97346
H 1.75388 5.98116 -1.45806
H 0.30817 4.01494 -1.80618
H -1.39301 3.21027 -4.74232
H 1.51899 2.32447 -3.18713
H 3.31895 0.96716 -2.62139
H 4.09771 -1.08437 -1.45076
H 2.39292 -2.74311 -0.68287
H -0.68973 -0.51465 -2.25849
H 0.32456 4.75247 -6.01329
H 1.69725 6.76672 -5.65474
*
```



One molecule with the formula CH5P3 in a non-equilibrium geometry, computed with wB97M-V/def2-TZVPD.

HOMO-LUMO gap   6.55 eV
LUMO   -0.78 eV
SMILES string   CP(#P)P
Energy above the lowest of the compared OMol25 structures with the same formula, charge and spin   319.42 kJ/mol
Strongest force on any atom   5.30 eV Å⁻¹
HOMO level   -7.3 eV
E   -1065.008648 Ha

Geometry as ORCA input:
```
! wB97M-V def2-TZVPD RIJCOSX def2/J DEFGRID3
* xyz 0 1
C 1.51103 -0.61129 -0.57097
P -0.71616 2.50222 0.25925
P 0.04605 0.73723 0.26782
P -1.58484 -0.57799 0.79800
H 1.77269 -0.05135 -1.43087
H 1.17219 -1.56234 -0.77587
H 2.09342 -0.77308 0.45276
H -2.33133 0.41025 1.49345
H -1.96305 -0.07364 -0.49358
*
```



C20H28ClIN2O2Tl as an isolated structure in a non-equilibrium geometry, computed with wB97M-V/def2-TZVPD.

HOMO-LUMO gap   5.52 eV
LUMO   2.46 eV
Strongest force on any atom   3.56 eV Å⁻¹
HOMO level   -3.1 eV
E   -1969.285664 Ha

Geometry as ORCA input:
```
! wB97M-V def2-TZVPD RIJCOSX def2/J DEFGRID3
* xyz -1 1
Tl 1.30659 -0.59732 1.09795
Cl -1.07622 0.24352 -0.68781
N 0.98349 -1.25755 -1.72882
N -0.69464 0.83091 2.25639
C 2.14274 -0.97922 -2.23743
C -0.28938 2.03790 2.45216
C 0.25194 -2.06263 -2.75806
C 1.41935 -2.65126 -3.54469
C -0.59866 -1.19580 -3.65728
C -0.63685 -3.09766 -2.10032
H 0.02810 -0.53761 -4.27357
H -1.25600 -0.58429 -3.02378
H -1.17871 -1.85301 -4.31893
H -0.06115 -3.70807 -1.39877
H -1.05289 -3.74056 -2.89002
H -1.44722 -2.59407 -1.56224
C -2.07492 0.69359 2.79922
C -2.25246 2.01384 3.55227
C -2.12444 -0.52774 3.69963
C -3.15359 0.56547 1.74800
H -3.15135 1.43453 1.08101
H -4.12285 0.51054 2.26881
H -2.99531 -0.32323 1.13116
H -1.42974 -0.39587 4.53497
H -1.84117 -1.42072 3.12852
H -3.14067 -0.64449 4.09097
O -1.11518 2.85241 3.11961
H -2.16758 1.88623 4.63841
H -3.15916 2.57935 3.29613
O 2.53043 -1.67962 -3.31064
H 1.28215 -2.71380 -4.63283
H 1.74090 -3.61601 -3.12466
C 3.06894 0.05531 -1.68306
C 1.04509 2.59348 2.04315
C 1.29948 2.55665 0.55814
H 1.80768 1.95105 2.52901
H 1.12078 3.61213 2.41642
C 1.90173 1.46974 -0.00159
C 2.32819 1.30379 -1.27940
H 0.85084 -2.82260 2.34855
C 2.01385 2.35195 -2.17380
C 1.34760 3.48855 -1.68281
C 2.40648 2.22842 -3.62099
C 0.97903 3.60651 -0.33104
H 1.14244 4.32418 -2.36638
C 0.28631 4.82891 0.20267
H 0.13031 5.55189 -0.60741
H 0.88681 5.31209 0.99197
H -0.68704 4.53910 0.63739
H 3.45867 1.92012 -3.72462
H 2.26787 3.19288 -4.13120
H 1.76937 1.46860 -4.11257
H 3.83908 0.27337 -2.42130
H 3.52989 -0.38445 -0.77728
I -0.43614 -3.51638 1.62707
*
```



An isolated ion of composition C4H7N2S and charge +1 in a non-equilibrium geometry, computed with wB97M-V/def2-TZVPD.

HOMO-LUMO gap   9.74 eV
LUMO   -4.46 eV
Energy above the lowest of the compared OMol25 structures with the same formula, charge and spin   180.17 kJ/mol
Strongest force on any atom   3.78 eV Å⁻¹
HOMO level   -14.2 eV
E   -664.006048 Ha

Geometry as ORCA input:
```
! wB97M-V def2-TZVPD RIJCOSX def2/J DEFGRID3
* xyz 1 1
C 1.15680 0.03363 -1.30956
C 0.36698 1.89902 -0.04958
C 0.27739 -0.39335 -0.31136
C -0.17932 -1.82769 -0.13588
N -0.18765 0.70712 0.39599
N -1.00803 0.59137 1.45975
S 1.43410 1.76019 -1.31188
H 1.71201 -0.55765 -2.13256
H 0.23678 2.85106 0.52493
H 0.34209 -2.30870 0.72295
H -1.30614 -2.15200 -0.04712
H 0.12748 -2.19445 -1.06964
H -1.02035 1.41322 1.92077
H -1.95214 0.17826 1.34320
*
```



C25H26PPdS2 as an isolated structure in a non-equilibrium geometry, computed with wB97M-V/def2-TZVPD.

HOMO-LUMO gap   5.73 eV
LUMO   2.78 eV
Energy above the lowest of the compared OMol25 structures with the same formula, charge and spin   120.48 kJ/mol
Strongest force on any atom   1.39 eV Å⁻¹
HOMO level   -3.0 eV
E   -2233.914494 Ha

Geometry as ORCA input:
```
! wB97M-V def2-TZVPD RIJCOSX def2/J DEFGRID3
* xyz -1 1
Pd -1.72882 0.31564 -0.12911
C 2.03058 -4.00204 0.29371
C 2.87431 -3.02666 -0.48461
C 4.14663 -3.41570 -0.89651
C 4.98132 -2.55385 -1.59353
C 4.53972 -1.27312 -1.88751
C 3.27261 -0.87608 -1.48036
C 2.42243 -1.73085 -0.78174
P 0.67828 -1.26872 -0.30330
C 0.55426 0.38336 -1.09825
C 0.08881 0.24781 -2.41376
C 0.09474 1.30781 -3.30493
C 0.54237 2.54203 -2.86980
C 0.98259 2.70117 -1.56563
C 1.02088 1.64091 -0.66122
C 1.55661 1.91629 0.71786
C 0.80070 -1.00801 1.49723
C 1.97959 -0.96041 2.22650
C 1.96263 -0.68650 3.58889
C 0.74583 -0.45493 4.21630
C -0.44001 -0.54905 3.49525
C -0.44160 -0.86392 2.13714
C -1.72620 -1.01576 1.37963
H 2.45328 -5.00515 0.22808
H 1.00327 -4.02932 -0.07619
H 1.97074 -3.72765 1.35003
H 4.48390 -4.42060 -0.66540
H 5.96439 -2.88717 -1.90313
H 5.17378 -0.58401 -2.43167
H 2.93543 0.12467 -1.72716
H -0.29327 -0.71658 -2.72723
H -0.28764 1.17534 -4.30825
H 0.52486 3.39724 -3.53423
H 1.30384 3.67888 -1.22659
H 1.76859 2.98087 0.81608
H 2.48241 1.36845 0.90541
H 0.85587 1.63337 1.50199
H 2.92650 -1.09960 1.71492
H 2.89004 -0.62995 4.14523
H 0.71213 -0.21233 5.27183
H -1.38955 -0.39006 3.99295
H -2.59542 -0.78788 1.99092
H -1.81181 -2.01801 0.95090
C -6.24526 0.93411 -0.30268
C -4.74693 1.13227 -0.42787
S -3.82879 -0.34457 -0.61089
C -4.16993 2.36061 -0.41987
C -5.00744 3.61383 -0.34760
S -2.44965 2.59719 -0.43611
H -6.47849 -0.12943 -0.24736
H -6.78620 1.33861 -1.16438
H -6.65878 1.41065 0.59071
H -6.07680 3.41633 -0.41834
H -4.73722 4.29981 -1.15476
H -4.82411 4.15068 0.58842
*
```



C24H45IP2Ru as an isolated structure in a non-equilibrium geometry, computed with wB97M-V/def2-TZVPD.

HOMO-LUMO gap (alpha / beta)   5.34 / 5.51 eV
LUMO (alpha / beta)   -2.71 / -4.57 eV
Energy above the lowest of the compared OMol25 structures with the same formula, charge and spin   1948.39 kJ/mol
Strongest force on any atom   8.45 eV Å⁻¹
HOMO level (alpha / beta)   -8.0 / -10.1 eV
E   -2015.621756 Ha
<S²>   8.788

Geometry as ORCA input:
```
! wB97M-V def2-TZVPD RIJCOSX def2/J DEFGRID3
* xyz 1 6
Ru 0.07593 0.03824 -0.07198
C -2.30799 0.22249 -0.48917
C -2.03399 0.64209 0.87955
C -0.84921 2.10748 -0.32171
C -1.56472 1.21994 -1.24038
C -1.14579 1.69552 1.04595
C -3.39313 -0.73175 -0.94363
H -3.48850 -1.64772 -0.34686
H -3.26726 -1.05294 -1.99154
H -4.37777 -0.22726 -0.89791
C -1.80740 1.63586 -2.67314
H -2.61316 1.05951 -3.14330
H -0.90446 1.58143 -3.30624
H -2.14703 2.68550 -2.73518
C -0.50284 3.52864 -0.72061
H -1.42352 4.09371 -0.97043
H 0.13268 3.57520 -1.61801
H -0.02551 4.11162 0.07800
C -0.84405 2.43508 2.33098
H -1.55599 2.20354 3.13572
H -0.90214 3.52613 2.17724
H 0.16077 2.22601 2.72739
C -2.89952 -0.04556 2.24891
H -3.77159 0.56048 2.40905
H -2.17221 -0.18687 3.10135
H -3.18508 -1.17499 1.94748
C 0.92973 -1.91267 -0.68749
C -0.38516 -2.15623 -0.22359
C -0.54584 -2.96939 1.13461
C 0.27705 -2.21999 2.45149
C 0.56415 -0.62544 2.02512
C 1.72952 -0.24721 1.32123
C 2.75029 -1.26400 0.88057
C 2.15910 -2.38707 0.04057
H -0.33052 -4.01867 1.14370
H 1.20025 -2.75958 2.58504
H -1.73403 -2.87440 1.47565
H 1.96455 -3.28173 0.63857
H 1.12769 -1.84794 -1.76322
H -1.28363 -2.26098 -0.84058
H 2.92154 -2.71716 -0.68523
H 3.51455 -0.75425 0.28010
H 2.15041 0.53525 1.95116
H 3.28476 -1.68112 1.74225
H -0.41799 -2.19818 3.27682
H 0.17303 0.00282 2.82526
P -1.11731 -0.12495 -5.82174
C -2.34947 0.09105 -7.21406
H -2.15612 -0.61583 -8.03361
H -2.29134 1.09676 -7.64683
H -3.37892 -0.07683 -6.87310
C 0.35188 0.09407 -6.95646
H 0.22924 -0.48204 -7.88381
H 1.28612 -0.23435 -6.48639
H 0.47180 1.15078 -7.23229
C -1.20449 -1.99226 -5.91969
H -1.10971 -2.34171 -6.95684
H -2.16678 -2.35639 -5.53303
H -0.40728 -2.47658 -5.34354
P 2.84252 4.82993 -0.69581
C 2.96414 5.92895 0.80766
H 3.87030 6.54656 0.76883
H 3.00303 5.33094 1.72781
H 2.10021 6.60286 0.87319
C 4.60126 4.20198 -0.61424
H 5.31883 5.02750 -0.50749
H 4.85656 3.66048 -1.53526
H 4.76686 3.52918 0.23533
C 3.29536 6.14354 -1.95158
H 4.27777 6.58709 -1.73809
H 2.57798 6.97159 -1.96607
H 3.33664 5.71255 -2.96154
I -1.48466 -1.21400 1.63982
*
```



A 2-piece molecular cluster, C5H10O overall in a non-equilibrium geometry, computed with wB97M-V/def2-TZVPD.

HOMO-LUMO gap   9.68 eV
LUMO   0.95 eV
SMILES string   CC1=CCC1.O
Energy above the lowest of the compared OMol25 structures with the same formula, charge and spin   224.04 kJ/mol
Strongest force on any atom   1.45 eV Å⁻¹
HOMO level   -8.7 eV
E   -271.667285 Ha

Geometry as ORCA input:
```
! wB97M-V def2-TZVPD RIJCOSX def2/J DEFGRID3
* xyz 0 1
C 1.73893 0.56522 -0.49615
C 0.32797 0.29615 -0.11052
O 0.87464 -1.55758 1.18359
C -0.79672 -0.27174 -0.94083
C -1.75427 0.30792 0.14306
C -0.49335 0.74311 0.86176
H 1.70306 1.48966 -1.08411
H 2.18466 -0.21866 -1.11734
H 2.38251 0.73006 0.37129
H 0.42301 -2.26247 0.70700
H -0.84685 0.23517 -1.90805
H -0.84745 -1.35551 -1.11413
H -2.44562 -0.40091 0.61542
H -2.32371 1.16536 -0.22468
H 0.18315 -0.88614 1.42421
H -0.30996 1.42035 1.68948
*
```



C13H12AgN2 as an isolated structure, computed with wB97M-V/def2-TZVPD.

HOMO-LUMO gap   9.65 eV
LUMO   -3.44 eV
Strongest force on any atom   0.43 eV Å⁻¹
HOMO level   -13.1 eV
E   -758.824267 Ha

Geometry as ORCA input:
```
! wB97M-V def2-TZVPD RIJCOSX def2/J DEFGRID3
* xyz 1 1
Ag -0.01725 -0.01911 -0.11812
C 1.47402 2.53565 -2.54969
C 0.71890 1.24178 -2.40044
C 1.39659 0.01456 -2.34765
C 0.70017 -1.19648 -2.26689
C -0.70030 -1.20123 -2.22740
C -1.38944 0.01722 -2.26525
C -0.68264 1.22306 -2.34860
H 1.78657 2.92695 -1.57992
H 0.85715 3.29359 -3.02919
H 2.37126 2.39266 -3.14978
H 2.47631 0.00380 -2.42614
H 1.24314 -2.13163 -2.28934
H -1.24343 -2.13582 -2.22112
H -2.47075 0.02527 -2.28310
H -1.22697 2.15504 -2.43206
N 2.40408 -2.63828 5.24857
C 1.70804 -1.87441 4.74747
C 0.84053 -0.91816 4.10684
C 0.04951 -0.04539 4.84293
C -0.75906 0.84658 4.16389
C -0.75317 0.83819 2.78379
N 0.00846 -0.00453 2.07030
C 0.79223 -0.86707 2.72401
H 0.07352 -0.07167 5.92439
H -1.39118 1.54376 4.69409
H -1.37472 1.52291 2.22437
H 1.40066 -1.53872 2.13529
*
```



C6H12O4Yb as an isolated structure in a non-equilibrium geometry, computed with wB97M-V/def2-TZVPD.

HOMO-LUMO gap (alpha / beta)   7.53 / 7.54 eV
LUMO (alpha / beta)   -4.58 / -4.56 eV
Energy above the lowest of the compared OMol25 structures with the same formula, charge and spin   79.08 kJ/mol
Strongest force on any atom   4.12 eV Å⁻¹
HOMO level (alpha / beta)   -12.1 / -12.1 eV
E   -1695.085860 Ha
<S²>   0.751

Geometry as ORCA input:
```
! wB97M-V def2-TZVPD RIJCOSX def2/J DEFGRID3
* xyz 1 2
C 1.72366 0.23215 1.33122
H 2.75272 -0.07026 1.08653
H 1.71103 0.14684 2.42418
H 0.94096 0.98624 1.16134
O 2.97683 2.44067 0.81435
C 2.73695 3.15621 -0.13686
H 3.56001 3.66244 -0.67405
H 1.80596 3.01421 -0.72162
O 0.87582 -1.18211 0.79130
C 0.92972 -1.42587 -0.65024
C -0.01224 -0.48320 -1.35221
O -1.37024 -0.98012 -1.13296
C -2.27713 -0.24896 -0.31271
C -3.16661 -1.29349 0.36832
O -2.41968 -2.27575 1.00887
Yb -0.66565 -2.70850 0.26682
H 1.95633 -1.35226 -1.04318
H 0.17369 -0.48024 -2.43606
H 0.00283 0.56080 -0.98738
H -2.86643 0.46271 -0.91401
H -1.71228 0.31858 0.44730
H -3.82794 -1.73007 -0.41049
H -3.82831 -0.74999 1.07152
*
```